Entry 1:
Molecular formula: C6H15NS3
Method: DFT, ωB97M-V/def2-TZVPD

Cartesian coordinates (Å):
C 1.41010 2.99916 -1.06217
C 1.86529 1.55766 -1.12319
C 0.77457 0.75764 -1.88842
C -0.35956 -2.90797 0.25433
C -0.54052 -1.42887 0.48989
C -1.30116 -0.95572 1.72995
H 1.45976 3.43559 -3.07860
H -0.08458 3.77720 -2.22182
H 0.68036 3.09121 -0.31757
H 2.04815 3.79779 -0.74454
H 2.05417 1.02790 -0.20317
H 2.77192 1.66369 -1.67283
H 1.26349 -0.34531 -2.59463
H 0.39185 1.54235 -2.79237
H -1.04978 1.51648 -1.12065
H 0.53555 -3.18941 0.90839
H -0.09017 -2.98819 -0.80657
H -1.26895 -3.46261 0.52008
H -1.16288 -1.03130 -0.30675
H 1.56056 -0.77505 1.31536
H -1.29923 0.15231 1.81478
N 0.74430 3.15823 -2.41911
S -0.63900 0.31377 -0.85997
S 0.96752 -0.38583 0.22694
S -1.83556 -1.83117 2.99755

Forces on the atoms, in the same order (eV/Å):
C -1.608 -0.968 -1.471
C 0.092 0.515 -1.251
C 1.638 -1.146 -6.136
C 1.648 0.220 1.266
C -0.910 -2.707 3.281
C 1.496 -0.020 0.504
H -0.600 0.810 -0.246
H 1.611 -0.240 -1.367
H -1.783 -0.001 0.960
H 1.340 0.117 -0.491
H 0.950 1.360 0.152
H 0.889 -0.935 -0.786
H -1.500 3.350 2.680
H 1.016 -2.842 2.705
H -1.044 1.938 -0.734
H -1.343 -0.381 -0.988
H -0.049 -0.497 0.287
H 0.418 0.028 -0.110
H -0.812 -3.256 1.170
H 1.190 -1.709 1.567
H -0.298 -0.564 -0.213
N -0.638 3.040 2.390
S -3.738 7.946 -7.689
S 1.923 -4.359 5.436
S 0.110 0.301 -0.916

Output
Electronic energy = -40450.2307 eV
LUMO = -0.10 eV
Charge = 0
Energy relative to the best compared isomer or geometry (same formula, charge and spin) = 100.0 kcal/mol
F_max = 11.7 eV/A
Gap between HOMO and LUMO = 6.93 eV

=====

Entry 2:
Molecular formula: C38H43ClN6O6PbS2Si4
Method: DFT, ωB97M-V/def2-TZVPD

Cartesian coordinates (Å):
Pb 0.14407 0.35780 -1.02232
O -2.62877 0.77686 4.91636
C -2.23229 1.97024 4.53563
O -2.37168 2.94842 5.24082
C -1.59431 2.08749 3.18984
C -1.17981 3.28600 2.63495
Cl -1.27399 4.88558 3.20802
N -0.64933 3.03335 1.42557
N -0.68608 1.72228 1.15484
C -1.25450 1.13088 2.19061
C -1.39441 -0.37857 2.15202
O -1.99725 -0.92072 3.11488
O -0.89221 -0.96927 1.18214
C -0.05965 3.93423 0.48173
C 1.16612 4.50622 0.78173
C 1.76605 5.32934 -0.15575
C 1.14315 5.55468 -1.37653
C -0.07949 4.96514 -1.65870
C -0.70227 4.14817 -0.72462
H -2.40956 0.05262 4.20952
H 1.64822 4.28308 1.72500
H 2.73325 5.76791 0.05447
H 1.62756 6.17476 -2.12068
H -0.55406 5.12246 -2.61851
H -1.66012 3.67502 -0.92974
O -3.40912 2.91397 -1.17564
C -3.03032 1.81664 -1.62200
O -1.96526 1.52949 -2.22027
C -3.99258 0.65344 -1.41549
C -5.32139 0.73457 -1.91915
C -6.15603 -0.32424 -1.75677
C -5.69482 -1.47251 -1.06292
C -6.49200 -2.61819 -0.83411
C -5.98784 -3.68853 -0.14908
C -4.66238 -3.65855 0.34019
C -3.87028 -2.56474 0.13276
C -4.37008 -1.44698 -0.57769
N -3.53447 -0.38886 -0.77786
H -5.63040 1.64195 -2.42033
H -7.16970 -0.30873 -2.14446
H -7.51009 -2.63011 -1.20949
H -6.60592 -4.56130 0.02544
H -4.27206 -4.50713 0.88914
H -2.85384 -2.50357 0.50039
S 2.30468 1.85893 -1.60115
C 3.53028 1.46138 -0.42437
C 4.67212 2.28709 -0.41241
C 5.69877 2.12441 0.49303
C 5.61379 1.13409 1.46697
C 4.50497 0.31174 1.47595
C 3.48378 0.42632 0.52738
S 2.04770 -0.58309 0.83915
H 4.71750 3.08029 -1.14804
H 6.55505 2.78801 0.45714
H 6.38842 1.01448 2.21396
H 4.39497 -0.42561 2.25947
N 1.34904 -1.16896 -2.91154
C 1.70218 -0.86886 -3.98654
N 1.98136 -0.61588 -5.21830
C 3.21057 -0.38052 -5.62811
N 4.25278 -0.18665 -6.10246
C -0.51549 -3.97740 2.68698
Si 1.26786 -3.61964 2.23498
C 2.10062 -5.33245 2.26945
C 2.05104 -2.60298 3.60154
Si 1.72272 -2.75151 0.06847
Si 3.96993 -3.28858 -0.43511
C 5.11074 -3.24091 1.06610
C 4.09934 -5.08030 -1.04579
C 4.63046 -2.16932 -1.78255
Si 0.35299 -3.63356 -1.66770
C -1.35376 -2.91597 -1.96105
C 0.10096 -5.33914 -0.87216
C 1.26530 -4.02567 -3.26822
H -0.50823 -4.37221 3.70980
H -0.95428 -4.73881 2.04168
H -1.13123 -3.08016 2.68100
H 2.08094 -5.71978 3.29419
H 3.13849 -5.32532 1.93749
H 1.55161 -6.03908 1.64271
H 2.05582 -3.21206 4.51069
H 1.47100 -1.69835 3.79126
H 3.07381 -2.30591 3.36553
H 4.76419 -3.89531 1.86665
H 5.22793 -2.24006 1.47089
H 6.09922 -3.58917 0.74874
H 3.56263 -5.76960 -0.38953
H 5.15064 -5.38595 -1.05750
H 3.70481 -5.20696 -2.05469
H 4.57831 -1.11405 -1.51208
H 4.06251 -2.29409 -2.70623
H 5.67723 -2.42364 -1.97777
H -2.09992 -3.45438 -1.37162
H -1.59774 -3.03199 -3.02085
H -1.45759 -1.85945 -1.72431
H -0.47211 -5.28599 0.05291
H 1.05211 -5.83685 -0.66419
H -0.45205 -5.96847 -1.57780
H 0.89154 -3.40347 -4.07953
H 1.09744 -5.07764 -3.52109
H 2.33911 -3.85761 -3.20149

Forces on the atoms, in the same order (eV/Å):
Pb -0.588 -0.060 -0.275
O 0.069 -0.397 -0.239
C 0.051 0.095 -0.068
O -0.010 -0.068 -0.010
C -0.028 -0.045 -0.019
C -0.014 0.037 -0.046
Cl 0.008 0.002 -0.002
N 0.030 -0.004 0.027
N -0.021 -0.050 -0.008
C 0.034 -0.005 0.075
C -0.077 -0.075 0.130
O -0.086 0.205 0.215
O 0.080 -0.083 -0.136
C 0.065 0.102 -0.029
C 0.012 0.008 -0.009
C -0.002 0.008 0.022
C 0.001 0.004 -0.009
C 0.024 0.004 0.010
C 0.120 0.010 0.094
H -0.005 0.194 0.037
H 0.007 0.003 0.005
H 0.004 -0.003 -0.002
H 0.008 0.006 -0.001
H -0.008 -0.003 -0.006
H 0.074 0.129 0.001
O -0.178 -0.041 -0.148
C -0.192 -0.129 0.024
O 0.262 0.151 0.053
C 0.010 -0.062 -0.025
C 0.004 0.048 0.064
C 0.008 -0.028 -0.007
C 0.000 0.015 0.009
C -0.005 -0.013 -0.005
C -0.002 0.004 -0.010
C 0.002 0.018 0.018
C -0.077 0.043 0.125
C 0.009 0.016 0.016
N -0.004 -0.048 -0.054
H -0.001 0.003 0.014
H 0.003 0.001 0.006
H 0.003 -0.002 0.005
H 0.008 0.001 -0.003
H -0.014 -0.004 0.001
H -0.004 0.040 0.102
S 0.021 0.063 0.080
C -0.078 0.029 -0.085
C 0.052 -0.009 -0.007
C -0.025 0.006 0.003
C 0.022 0.003 -0.015
C 0.024 -0.048 0.010
C 0.273 -0.227 0.043
S -0.603 0.053 -0.079
H -0.001 -0.009 -0.007
H 0.002 -0.003 -0.004
H -0.002 -0.001 0.003
H -0.007 -0.067 0.003
N -0.093 0.197 0.053
C 0.081 -0.145 0.091
N -0.056 0.078 -0.067
C 0.031 -0.062 0.022
N -0.005 0.019 -0.001
C 0.113 0.094 0.154
Si 0.013 -0.485 -0.327
C -0.039 0.022 0.118
C -0.071 0.071 -0.026
Si 0.765 0.570 0.402
Si -0.147 -0.287 -0.100
C 0.019 0.026 -0.039
C -0.024 -0.005 0.011
C 0.047 -0.031 0.057
Si 0.126 0.107 0.122
C 0.090 -0.078 -0.113
C -0.025 -0.041 -0.056
C -0.073 -0.109 -0.042
H -0.039 -0.033 -0.013
H -0.041 0.026 -0.029
H -0.068 0.039 -0.057
H -0.008 -0.006 -0.008
H 0.021 0.012 -0.003
H 0.007 0.018 -0.017
H 0.024 0.034 0.026
H 0.019 0.009 -0.011
H 0.021 -0.026 -0.001
H -0.010 -0.011 0.012
H 0.006 0.097 0.015
H -0.001 -0.004 0.011
H 0.017 -0.002 0.013
H -0.002 0.020 -0.012
H -0.027 0.015 -0.001
H -0.010 0.020 0.025
H 0.015 0.009 0.009
H -0.007 0.030 -0.049
H 0.133 0.003 -0.117
H -0.024 -0.016 0.000
H -0.026 0.023 0.026
H -0.008 -0.009 0.025
H -0.005 0.006 -0.009
H -0.007 -0.005 0.012
H 0.004 -0.029 -0.002
H 0.022 -0.019 0.004
H -0.011 0.038 0.010

Output
Electronic energy = -132289.9551 eV
LUMO = 4.03 eV
Charge = -2
Energy relative to the best compared isomer or geometry (same formula, charge and spin) = 7.3 kcal/mol
F_max = 1.0 eV/A
Gap between HOMO and LUMO = 7.12 eV

=====

Entry 3:
Molecular formula: H4O2Rb
Method: DFT, ωB97M-V/def2-TZVPD

Cartesian coordinates (Å):
Rb 1.90361 0.24878 -0.17724
O -0.09282 -0.29316 -1.37336
H -0.05129 -0.20559 -0.42108
H -1.02341 -0.41256 -1.56302
O -0.01591 0.16916 0.86641
H -0.94913 -0.02819 0.94628
H 0.22894 0.52159 1.72201

Forces on the atoms, in the same order (eV/Å):
Rb 6.825 0.753 -1.846
O -0.948 -0.646 -2.106
H -1.221 -0.532 -1.292
H -0.191 -0.115 -0.554
O -3.684 0.362 4.589
H -0.743 -0.014 0.490
H -0.039 0.193 0.719

Output
Electronic energy = -4807.7297 eV
LUMO = -4.08 eV
Charge = +1
Energy relative to the best compared isomer or geometry (same formula, charge and spin) = 65.8 kcal/mol
F_max = 7.1 eV/A
Gap between HOMO and LUMO = 11.94 eV

=====

Entry 4:
Molecular formula: C12H28FIN2O4PS2
Method: DFT, ωB97M-V/def2-TZVPD

Cartesian coordinates (Å):
C 1.62256 -3.05639 1.57059
C 2.12498 -1.55759 1.13714
O 1.07556 -0.52675 1.11677
C 0.48131 -0.40080 -0.25602
C 1.12206 0.92413 -0.92654
C 2.63569 0.60408 -1.56355
C 3.86547 1.03978 -0.57284
C 3.95649 2.63928 -0.22966
I 3.36699 3.98253 -1.85088
O 0.38510 1.63217 -1.94477
S -0.99540 0.90122 -2.54487
O -0.69326 0.49174 -4.03974
O -2.08662 2.03641 -2.68249
C -1.79022 -0.44335 -1.52939
P -1.51452 -2.21263 -2.29781
N -0.10966 -2.35601 -3.08837
C -1.17262 -0.33152 -0.01008
S -1.44425 1.38336 0.78917
C -1.57817 -1.53945 1.00609
C -3.15489 -1.93152 1.10007
C -4.21713 -0.68819 1.09478
F -3.63343 -2.91184 0.08342
H 2.58662 -3.75793 1.62255
H 1.11020 -3.02556 2.62228
H 0.91653 -3.58154 0.76740
H 2.75495 -1.62420 0.14025
H 2.90486 -1.21609 1.97412
H 0.81914 -1.36403 -0.82720
H 1.33984 1.69523 -0.04083
H 2.71019 1.09319 -2.65001
H 2.67861 -0.57137 -1.76679
H 4.87280 0.76695 -1.15259
H 3.91875 0.46239 0.44420
H 3.24021 2.82261 0.70747
H 5.05515 2.83001 0.19513
H -2.96251 -0.27820 -1.58879
H -2.60865 -2.41019 -3.24273
H -1.48939 -3.25578 -1.26268
H -0.32771 -2.59374 -4.10236
H -0.25546 1.68803 1.48370
H -0.97562 -2.50056 0.71881
H -1.24677 -1.19204 2.09920
H -3.30148 -2.48106 2.15078
H -4.38094 -0.16632 0.06095
H -5.27752 -1.12868 1.42175
H -3.94024 0.08604 1.95787
N -1.27748 4.40483 2.78134
H -1.50096 3.64787 2.12447
H -1.64967 5.29143 2.42118
H -1.70079 4.20176 3.69445
H -0.25868 4.47828 2.88510

Forces on the atoms, in the same order (eV/Å):
C 0.398 -0.286 -0.457
C 1.676 -0.990 1.071
O 0.491 -0.828 -2.384
C 0.000 -0.387 1.122
C 3.100 0.075 1.366
C -0.432 -1.075 -0.095
C 1.011 0.249 -1.264
C 0.267 -1.564 2.581
I 0.449 -0.634 0.924
O -2.186 -2.277 0.631
S -3.349 4.713 -8.945
O -0.415 0.368 6.380
O 3.894 -4.057 2.186
C -0.841 -0.218 2.322
P 2.667 -0.944 -2.390
N -2.061 -0.397 -0.174
C 2.122 -1.088 -0.576
S 0.121 0.008 0.251
C -0.334 -0.027 0.213
C -1.047 0.229 1.278
C -0.801 -0.524 0.930
F 1.365 1.963 1.540
H -2.075 1.644 0.008
H 0.921 -0.102 -2.076
H 1.420 1.311 1.727
H -1.560 0.269 1.875
H -1.796 -0.639 -1.772
H -1.105 1.772 0.593
H -0.810 -1.629 -1.922
H -0.149 -0.838 2.658
H 0.058 2.527 0.420
H -2.227 0.511 1.206
H -0.412 1.052 -1.937
H 1.417 -0.070 -2.211
H -2.451 -0.056 -1.323
H 2.571 0.254 0.069
H 0.216 0.258 1.419
H -0.832 1.493 -0.428
H 0.586 0.780 1.648
H -0.890 -1.137 -0.944
H -1.107 1.885 0.634
H -0.737 -0.871 -2.538
H 0.391 1.034 -2.478
H 0.593 -0.933 2.009
H 2.368 0.863 -0.858
H -0.383 -1.622 -2.108
N 0.035 0.124 0.117
H -0.084 -0.077 -0.102
H 0.061 -0.144 0.016
H 0.065 0.022 -0.175
H -0.181 0.010 -0.039

Output
Electronic energy = -65829.0797 eV
LUMO = -4.43 eV
Charge = +1
Energy relative to the best compared isomer or geometry (same formula, charge and spin) = 140.4 kcal/mol
F_max = 10.7 eV/A
Gap between HOMO and LUMO = 6.28 eV

=====

Entry 5:
Molecular formula: C2H2N2O4
Method: DFT, ωB97M-V/def2-TZVPD

Cartesian coordinates (Å):
H -2.79928 -0.75901 0.04142
N -1.91442 -0.26786 0.54249
C -0.62144 -0.54898 0.25111
O 0.09669 -1.37420 -0.52155
C 1.33647 -0.65765 -1.01072
O 1.89736 -1.00578 -1.97838
O 1.46740 0.56480 -0.30266
N 0.49754 0.43730 0.86496
O -0.25944 1.56162 0.76679
H 0.29912 2.04975 1.34653

Forces on the atoms, in the same order (eV/Å):
H 3.493 0.758 1.223
N 3.558 -2.375 -2.321
C -3.130 1.850 1.408
O 0.953 0.857 -0.698
C -1.897 1.879 0.595
O 0.080 -0.107 0.965
O -0.993 -3.838 -0.544
N -2.908 -1.977 -2.086
O 0.865 0.876 0.598
H -0.021 2.079 0.861

Output
Electronic energy = -13271.4569 eV
LUMO = 0.56 eV
Structure (SMILES) = [H]/N=c1\oc(=O)on1O
Charge = 0
Energy relative to the best compared isomer or geometry (same formula, charge and spin) = 85.8 kcal/mol
F_max = 4.9 eV/A
Gap between HOMO and LUMO = 11.27 eV

=====

Entry 6:
Molecular formula: C4H6N2
Method: DFT, ωB97M-V/def2-TZVPD

Cartesian coordinates (Å):
N 2.52771 -0.10315 -0.95177
C 1.43719 -0.09325 -0.56803
C 0.15199 0.07924 0.02675
N 0.63278 1.24061 0.95132
C -1.17914 -0.12060 -0.76829
C -0.82632 -1.11450 0.28632
H 1.38093 0.98866 1.61712
H 1.01500 2.06697 0.46159
H -1.17911 -0.45053 -1.81802
H -2.00366 0.55626 -0.55757
H -1.41762 -1.10431 1.19902
H -0.57836 -2.14049 -0.02563

Forces on the atoms, in the same order (eV/Å):
N -0.558 -0.168 0.045
C 0.949 -1.326 -1.581
C 0.712 0.815 0.513
N -1.840 -0.039 0.597
C 0.412 0.504 0.245
C 0.445 0.425 0.333
H -0.838 -0.557 -0.701
H -0.716 -1.030 -0.246
H 0.513 0.340 0.564
H 0.304 0.031 0.155
H 0.236 0.261 -0.074
H 0.382 0.743 0.149

Output
Electronic energy = -7223.1172 eV
LUMO = 0.90 eV
Structure (SMILES) = N#CC1(N)CC1
Charge = 0
Energy relative to the best compared isomer or geometry (same formula, charge and spin) = 57.0 kcal/mol
F_max = 2.3 eV/A
Gap between HOMO and LUMO = 10.44 eV

=====

Entry 7:
Molecular formula: C18H12N5O11SW
Method: DFT, ωB97M-V/def2-TZVPD

Cartesian coordinates (Å):
W 1.02583 0.42467 -0.49143
C -0.82541 -0.30935 -3.81328
C -1.19951 0.75166 -2.84663
N -0.45911 1.25009 -1.87209
C -1.22506 2.18215 -1.19520
C -2.44684 2.25177 -1.76808
N -2.40413 1.35621 -2.81072
C -3.69102 3.02327 -1.41248
O -4.66874 2.27496 -0.89764
O -3.78927 4.18767 -1.63038
C -0.62572 2.73512 0.03097
O -1.10180 3.49477 0.79807
O 0.63121 2.16649 0.21675
H 0.22299 -0.57425 -3.69888
H -0.98362 0.02903 -4.83724
H -1.42871 -1.20340 -3.65040
H -3.15547 1.18704 -3.46432
H -4.36862 1.38418 -0.64554
S 2.46003 0.62013 -2.27470
C 3.47233 0.92343 -0.83662
C 4.25080 -0.10008 -0.26591
C 4.98669 0.16966 0.86325
C 4.95368 1.44409 1.43415
C 4.21896 2.46565 0.85613
C 3.48874 2.21900 -0.29521
H 4.23573 -1.09035 -0.69907
H 5.58079 -0.61171 1.31642
H 5.52056 1.63708 2.33523
H 4.21286 3.45406 1.29343
H 2.92556 3.01058 -0.77050
O -2.53827 -4.71645 3.93962
N -1.40954 -4.31572 3.77743
O -0.42530 -4.67791 4.37974
C -1.20809 -3.28350 2.73741
C -2.30496 -2.84746 2.02239
C -2.12228 -1.87453 1.05968
C -0.85191 -1.36078 0.79280
O -0.66219 -0.44384 -0.16491
C 0.22896 -1.83456 1.54773
C 0.06616 -2.78928 2.52656
N 1.54125 -1.27465 1.29187
O 1.38838 0.13523 1.40908
O 1.70172 -1.34631 -0.13266
N -3.31202 -1.37842 0.34811
O -4.26630 -2.10681 0.27913
O -3.25707 -0.24372 -0.11290
H -3.28738 -3.25205 2.22174
H 0.90511 -3.14285 3.10913

Forces on the atoms, in the same order (eV/Å):
W 0.142 -0.152 0.309
C 0.004 0.005 -0.002
C -0.010 0.054 0.007
N -0.065 -0.130 -0.120
C 0.186 0.062 0.041
C -0.103 0.008 -0.004
N 0.043 -0.032 -0.027
C 0.011 0.021 -0.034
O -0.013 0.003 0.040
O -0.007 -0.009 0.007
C 0.021 -0.104 0.129
O -0.052 0.162 -0.038
O -0.088 -0.215 -0.228
H 0.002 -0.003 -0.001
H 0.004 -0.002 -0.001
H -0.004 0.003 0.004
H 0.000 0.012 -0.001
H 0.009 -0.009 -0.020
S 0.019 0.103 -0.049
C -0.035 0.083 0.044
C 0.018 0.024 0.034
C -0.003 -0.032 -0.012
C 0.000 -0.001 0.000
C -0.019 0.011 -0.014
C 0.059 0.005 0.010
H 0.001 0.000 -0.011
H 0.002 0.004 0.002
H -0.004 0.001 0.002
H 0.002 -0.001 0.001
H 0.008 -0.007 -0.004
O -0.051 -0.017 0.014
N 0.026 0.015 -0.031
O 0.034 -0.018 0.035
C 0.027 0.026 -0.013
C -0.064 -0.015 -0.001
C -0.006 -0.008 0.018
C 0.070 0.001 0.013
O -0.066 -0.027 0.087
C 0.076 0.126 -0.151
C -0.041 -0.027 0.022
N 0.004 -0.183 0.119
O 0.079 0.060 -0.087
O -0.245 0.184 -0.096
N 0.037 0.021 0.010
O 0.004 0.009 -0.008
O -0.022 -0.015 0.006
H 0.010 0.001 0.003
H 0.000 0.003 -0.004

Output
Electronic energy = -61482.2442 eV
LUMO = -5.60 eV
Charge = +1
Energy relative to the best compared isomer or geometry (same formula, charge and spin) = 13.7 kcal/mol
F_max = 0.4 eV/A
Gap between HOMO and LUMO = 7.25 eV